# 1
ORCA calculation (wB97M-V/def2-TZVPD) on 2 unconnected molecules or ions with the total composition C5H10O2 at a distorted geometry.

Each line ends with the Mulliken charge.
Positions of all 17 atoms, in Å:
C: 0.585 -0.836 -1.297  -0.9848
C: 1.010 -0.679 0.161  0.0766
C: 1.107 -1.853 1.173  -0.7840
C: 0.027 -0.840 1.283  0.5412
O: -0.818 -0.345 1.963  -0.5593
H: 0.141 -1.809 -1.645  0.3098
H: 1.460 -0.609 -1.921  0.3031
H: -0.146 -0.058 -1.506  0.2256
H: 1.717 0.101 0.278  0.3701
H: 0.787 -2.722 0.616  0.2443
H: 1.834 -1.989 1.933  0.3146
C: -1.134 2.291 -0.305  -0.4624
O: -1.909 1.143 -0.479  -0.5526
H: -1.653 2.959 -0.965  0.2280
H: -0.051 1.990 -0.406  0.1886
H: -1.304 2.686 0.756  0.2265
H: -1.654 0.569 0.361  0.3146

SMILES	C[C@@H]1CC1=O.CO
molar mass	102.1	g mol⁻¹
ΔE to the lowest compared entry with this formula, charge and spin	364.54	kJ/mol
gap between HOMO and LUMO	10.0	eV
charge	0



# 2
ORCA calculation (wB97M-V/def2-TZVPD) on 2 unconnected molecules or ions with the total composition C2HN4 at a distorted geometry.

Each line ends with the Mulliken charge.
Positions of all 7 atoms, in Å:
C: -4.287 -1.590 0.083  0.0834
C: -0.724 0.100 0.077  -0.3008
N: -3.756 -0.561 -0.006  0.2630
N: -3.471 0.615 -0.034  0.7382
N: -3.377 1.729 -0.179  -0.1201
N: 0.424 0.177 -0.118  0.0036
H: 1.421 0.008 -0.123  0.3327

molar mass	81.1	g mol⁻¹
ΔE to the lowest compared entry with this formula, charge and spin	476.77	kJ/mol
gap between HOMO and LUMO	8.9	eV
charge	+1



# 3
ORCA calculation (wB97M-V/def2-TZVPD) on 2 unconnected molecules or ions with the total composition C3H7N3O.

Each line ends with the Mulliken charge.
Positions of all 14 atoms, in Å:
C: 1.827 0.998 -0.528  -0.4114
N: 1.739 -0.415 -0.818  -0.3480
C: 1.127 -1.285 -0.245  0.7349
N: 0.522 -2.283 0.194  -0.7291
C: -1.258 0.142 0.275  -0.3788
O: -1.873 -0.965 0.673  -0.4713
N: -2.139 1.142 0.242  -0.1733
H: 2.572 1.184 0.253  0.2482
H: 0.847 1.349 -0.189  0.1021
H: 2.135 1.530 -1.431  0.2321
H: -1.188 -1.671 0.623  0.5184
H: 1.071 -2.889 0.792  0.2073
H: -1.830 2.046 -0.077  0.2361
H: -3.122 1.024 0.467  0.2327

molar mass	101.1	g mol⁻¹
ΔE to the lowest compared entry with this formula, charge and spin	252.84	kJ/mol
gap between HOMO and LUMO	9.7	eV
charge	0



# 4
ORCA calculation (wB97M-V/def2-TZVPD) on a molecular structure, C21H45Cl4CuN5O4 at a distorted geometry.

Each line ends with the Mulliken charge.
Positions of all 80 atoms, in Å:
C: -0.639 4.629 -2.280  -0.8563
C: -0.984 5.543 -1.041  -0.3974
N: -1.863 4.937 -0.030  0.2877
C: -1.862 3.696 0.563  -0.4464
C: -2.946 3.496 1.404  -0.6537
N: -3.752 4.591 1.213  0.1723
C: -3.089 5.421 0.375  -0.1893
C: -4.994 4.846 1.964  -0.8235
H: 0.220 4.959 -2.865  0.3677
H: -1.520 4.697 -2.918  0.3819
H: -0.515 3.565 -2.080  0.0856
H: -1.385 6.507 -1.354  0.3399
H: -0.004 5.658 -0.577  0.2772
H: -1.022 3.038 0.394  0.4852
H: -3.267 2.653 1.997  0.5349
H: -3.504 6.387 0.127  0.3674
H: -5.799 4.249 1.536  0.3636
H: -5.328 5.881 1.893  0.3027
H: -4.944 4.485 2.991  0.3470
Cu: -2.645 -0.486 -1.518  0.6862
C: 1.385 -0.604 0.320  -0.7319
C: 0.035 0.068 0.759  0.2303
O: -0.848 0.100 -0.295  -0.0150
H: 1.759 -0.454 -0.692  0.2164
H: 1.237 -1.684 0.345  0.2424
H: 2.011 -0.236 1.133  0.2207
H: 0.187 1.032 1.244  0.1088
H: -0.312 -0.551 1.586  -0.1033
Cl: -0.174 2.043 4.079  -0.1508
C: -0.426 0.758 5.266  -0.4853
C: -1.315 -0.406 4.733  0.2360
Cl: -1.752 -1.534 5.946  -0.1386
H: -0.920 1.135 6.163  0.4255
H: 0.542 0.298 5.462  0.2577
H: -0.851 -0.995 3.941  -0.3805
H: -2.132 0.124 4.244  0.2558
Cl: 1.151 -3.046 3.897  -0.1390
C: 2.299 -1.693 3.946  -0.3771
C: 3.614 -1.924 3.184  -0.3670
Cl: 4.626 -0.472 3.060  -0.1730
H: 2.574 -1.678 5.000  0.4880
H: 1.847 -0.711 3.798  0.0882
H: 3.291 -2.262 2.199  0.1345
H: 4.384 -2.619 3.519  0.3803
C: -2.342 -3.277 0.388  0.3343
O: -2.850 -2.349 -0.289  -0.6610
N: -2.571 -4.589 0.169  0.1380
C: -3.296 -5.024 -1.034  -0.9629
C: -2.152 -5.611 1.140  -0.9081
H: -1.690 -3.094 1.256  0.2185
H: -3.898 -4.251 -1.510  0.2847
H: -3.799 -5.981 -0.890  0.3548
H: -2.479 -5.265 -1.713  0.3693
H: -1.387 -5.343 1.870  0.2493
H: -3.094 -5.758 1.668  0.4287
H: -1.993 -6.587 0.682  0.3333
C: 1.727 -2.951 -4.644  -0.0191
O: 1.190 -1.857 -4.765  -0.5118
N: 2.190 -3.516 -3.474  0.1875
C: 2.981 -4.809 -3.464  -0.9980
C: 1.917 -2.847 -2.195  -0.8598
H: 1.982 -3.638 -5.467  0.3326
H: 3.952 -4.481 -3.093  0.3777
H: 3.323 -5.058 -4.468  0.3658
H: 2.440 -5.652 -3.036  0.2890
H: 1.233 -3.504 -1.659  0.3564
H: 2.789 -2.908 -1.543  0.3905
H: 1.446 -1.865 -2.241  0.0964
C: 1.278 1.528 -2.779  0.5191
O: 0.960 0.718 -3.648  -0.6711
N: 2.395 2.227 -2.941  0.1959
C: 3.335 2.034 -4.021  -1.0519
C: 2.994 3.023 -1.811  -1.0387
H: 0.698 1.732 -1.866  -0.0209
H: 3.081 1.181 -4.650  0.3521
H: 4.275 1.765 -3.538  0.3532
H: 3.551 2.943 -4.582  0.2935
H: 2.411 3.081 -0.891  0.2588
H: 3.876 2.497 -1.446  0.4194
H: 3.157 4.048 -2.145  0.3490

molar mass	637.0	g mol⁻¹
gap between HOMO and LUMO (alpha / beta)	6.4 / 4.9	eV
multiplicity	2
charge	+2



# 5
ORCA calculation (wB97M-V/def2-TZVPD) on 2 unconnected molecules or ions with the total composition C4H10N at a distorted geometry.

Each line ends with the Mulliken charge.
Positions of all 15 atoms, in Å:
C: -1.402 -1.390 1.279  -0.9826
C: -2.090 -0.205 0.715  -0.2178
C: -1.179 0.478 -0.155  0.0906
C: 0.139 0.272 -0.169  -0.3419
N: 3.753 0.967 -1.367  -0.5352
H: -0.343 -1.153 1.099  0.2681
H: -1.636 -2.215 0.655  0.3582
H: -1.615 -1.625 2.359  0.3134
H: -2.461 0.591 1.578  0.3263
H: -3.106 -0.457 0.115  0.3383
H: -1.598 1.228 -0.721  0.4560
H: 0.587 0.356 -1.270  0.3339
H: 3.156 0.653 -0.606  0.1949
H: 3.449 0.766 -2.271  0.2008
H: 4.346 1.734 -1.240  0.1971

molar mass	72.1	g mol⁻¹
ΔE to the lowest compared entry with this formula, charge and spin	681.90	kJ/mol
gap between HOMO and LUMO	4.0	eV
charge	+1



# 6
ORCA calculation (wB97M-V/def2-TZVPD) on C17H17N3O2 in the gas phase.

Each line ends with the Mulliken charge.
Positions of all 39 atoms, in Å:
C: -5.703 -1.367 0.479  -0.4916
C: -4.405 -1.802 0.681  -0.6387
C: -3.339 -0.937 0.508  -0.0651
C: -3.575 0.377 0.119  0.3799
O: -2.578 1.310 -0.008  -0.4358
C: -1.349 0.959 -0.495  0.3579
C: -1.155 -0.049 -1.435  -0.3538
C: 0.117 -0.274 -1.924  -0.8155
C: 1.199 0.479 -1.501  -0.5526
C: 1.009 1.486 -0.560  0.6444
O: 1.972 2.330 -0.084  -0.4413
C: 3.337 1.968 -0.116  -0.4685
C: 3.797 1.390 1.229  -0.6415
C: 3.007 0.151 1.646  -0.7469
N: 3.152 -0.917 0.694  0.8450
C: 2.236 -1.807 0.274  0.0741
N: 2.770 -2.634 -0.593  -0.6393
C: 4.044 -2.208 -0.682  -0.2334
N: 4.314 -1.174 0.081  -0.9495
C: -0.271 1.717 -0.062  -0.5672
C: -4.880 0.819 -0.073  -0.5798
C: -5.937 -0.053 0.108  -0.4568
H: -6.530 -2.048 0.614  0.3790
H: -4.215 -2.822 0.982  0.3756
H: -2.328 -1.275 0.681  0.4857
H: -1.991 -0.632 -1.790  0.5387
H: 0.275 -1.052 -2.655  0.3966
H: 2.167 0.276 -1.930  0.3768
H: 3.887 2.894 -0.312  0.3256
H: 3.561 1.263 -0.918  0.2544
H: 3.674 2.147 2.004  0.4255
H: 4.852 1.130 1.144  0.3657
H: 1.941 0.382 1.729  0.3233
H: 3.368 -0.189 2.624  0.3321
H: 1.219 -1.820 0.609  0.4696
H: 4.774 -2.665 -1.316  0.4407
H: -0.425 2.508 0.655  0.4989
H: -5.044 1.846 -0.360  0.4148
H: -6.947 0.295 -0.046  0.3732

SMILES	c1ccc(Oc2cccc(OCCCn3cncn3)c2)cc1
molar mass	295.3	g mol⁻¹
ΔE to the lowest compared entry with this formula, charge and spin	195.03	kJ/mol
gap between HOMO and LUMO	9.1	eV
charge	0



# 7
ORCA calculation (wB97M-V/def2-TZVPD) on C2H4N4O in the gas phase.

Each line ends with the Mulliken charge.
Positions of all 11 atoms, in Å:
H: -1.845 -0.652 1.571  0.2461
N: -0.972 -0.326 1.157  -0.6292
C: -1.145 -0.032 -0.063  0.5968
O: -2.306 -0.118 -0.729  -0.4797
N: -0.100 0.520 -0.855  -0.4027
N: 0.887 -0.621 -1.457  -0.4424
C: 1.152 0.081 -0.450  0.6514
N: 2.039 0.420 0.493  -0.4613
H: -2.144 0.179 -1.638  0.3642
H: 2.816 -0.214 0.624  0.2499
H: 1.618 0.764 1.347  0.3069

SMILES	[H]/N=C(\O)N1N=C1N
molar mass	100.1	g mol⁻¹
ΔE to the lowest compared entry with this formula, charge and spin	268.92	kJ/mol
gap between HOMO and LUMO	10.3	eV
charge	0